*1*
Density functional theory data (ωB97M-V with the def2-TZVPD basis set) for a 2-piece molecular cluster, C5H13N2 overall.

Values from the calculation:
LUMO, eV: -8.48
Molecular weight, g mol⁻¹: 101.17
Kohn-Sham gap, eV: 5.696

```
! RIJCOSX wB97M-V def2-TZVPD def2/J DEFGRID3
* xyz 1 1
N 0.710 0.810 0.608
C 0.523 -0.338 -0.086
C -0.772 -1.166 0.321
C -1.988 -0.312 0.239
C -3.141 -0.721 -0.257
C 1.869 -1.149 -0.047
N 2.830 -0.271 -0.614
H 0.906 0.618 1.609
H 0.402 -0.031 -1.138
H 2.720 0.722 -0.436
H -0.385 5.070 -0.197
H -0.814 -2.017 -0.344
H -0.571 -1.580 1.306
H -1.909 0.665 0.688
H -3.272 -1.744 -0.591
H -4.017 -0.087 -0.267
H 1.860 -2.068 -0.640
H 1.999 -1.476 0.980
H -0.755 5.626 -0.549
H 3.805 -0.552 -0.583
*
```


*2*
Density functional theory data (ωB97M-V with the def2-TZVPD basis set) for an isolated ion of composition C5H13N2 and charge +1.

Values from the calculation:
SMILES string: C=NCC[C@H](C)[NH3+]
LUMO, eV: -3.13
Molecular weight, g mol⁻¹: 101.17
Kohn-Sham gap, eV: 10.810

```
! RIJCOSX wB97M-V def2-TZVPD def2/J DEFGRID3
* xyz 1 1
C 0.390 -1.603 -1.915
C 0.064 -0.664 -0.642
C 0.685 0.760 -0.532
C 0.922 1.096 0.938
C -0.494 0.827 2.845
N -0.401 0.850 1.540
N -1.452 -0.341 -0.766
H -0.248 -2.419 -1.993
H 1.489 -2.040 -1.858
H 0.356 -0.975 -2.899
H 0.322 -1.397 0.180
H 1.635 0.797 -1.061
H 0.192 1.702 -0.864
H 1.649 0.399 1.455
H 1.277 2.119 1.259
H -1.323 0.370 3.273
H 0.302 1.103 3.433
H -1.516 0.665 -0.530
H -1.929 -0.781 -0.068
H -1.920 -0.468 -1.794
*
```


Top of the stability list: *2*, leading by 4.258 eV.


*1*
Density functional theory data (ωB97M-V with the def2-TZVPD basis set) for C5H13N2 as an isolated structure.

Values from the calculation:
LUMO, eV: -3.47
Molecular weight, g mol⁻¹: 101.17
Kohn-Sham gap, eV: 10.294

```
! RIJCOSX wB97M-V def2-TZVPD def2/J DEFGRID3
* xyz 1 1
C -0.368 -1.712 0.351
C 1.084 -1.628 -0.003
C 0.220 -0.431 -0.304
C 0.203 1.029 1.769
C 0.328 0.982 0.222
N -0.351 -0.253 -2.131
N -0.762 1.709 -0.319
H -0.888 -2.383 -0.278
H -0.842 -1.662 1.319
H 1.910 -1.528 0.602
H 1.315 -2.346 -0.755
H -0.798 0.648 2.016
H 0.089 2.101 2.054
H 1.044 0.611 2.465
H 1.285 1.413 -0.020
H -0.209 -1.226 -2.527
H 0.241 0.472 -2.453
H -1.646 1.344 0.036
H -1.243 0.097 -1.861
H -0.613 2.763 -0.185
*
```


*2*
Density functional theory data (ωB97M-V with the def2-TZVPD basis set) for an isolated ion of composition C5H13N2 and charge +1.

Values from the calculation:
SMILES string: NC[C@@H]1CCC[NH2+]1
LUMO, eV: -3.21
Molecular weight, g mol⁻¹: 101.17
Kohn-Sham gap, eV: 10.636

```
! RIJCOSX wB97M-V def2-TZVPD def2/J DEFGRID3
* xyz 1 1
C -0.372 1.492 0.854
N 0.954 2.032 0.853
C -0.484 0.532 -0.485
N 0.899 -0.096 -0.683
C 0.858 -1.460 -0.217
C -0.633 -1.953 0.028
C -1.444 -0.691 -0.395
H -1.388 1.961 0.743
H -0.406 0.764 1.719
H 1.054 2.888 0.313
H 1.460 1.957 1.710
H -0.584 1.132 -1.552
H 1.737 0.469 -0.269
H 1.029 -0.165 -1.760
H 1.438 -1.460 0.686
H 1.225 -2.194 -0.855
H -1.112 -2.866 -0.495
H -0.604 -2.019 1.266
H -1.880 -0.860 -1.449
H -2.490 -0.675 0.038
*
```


Top of the stability list: *2*, leading by 0.413 eV.


*1*
Density functional theory data (ωB97M-V with the def2-TZVPD basis set) for an isolated ion of composition C5H13N2 and charge +1.

Values from the calculation:
SMILES string: C[C@H]([NH3+])C1(N)CC1
LUMO, eV: -2.95
Molecular weight, g mol⁻¹: 101.17
Kohn-Sham gap, eV: 11.086

```
! RIJCOSX wB97M-V def2-TZVPD def2/J DEFGRID3
* xyz 1 1
C -1.897 0.823 -0.101
C -1.790 -0.371 0.872
C -0.611 -0.185 -0.007
C 1.460 1.292 -0.516
C 0.730 0.395 0.509
N -0.205 -1.163 -0.972
N 1.552 -0.973 0.624
H -2.635 0.763 -0.906
H -2.081 1.789 0.278
H -1.685 -0.321 1.917
H -2.496 -1.134 0.571
H 0.912 2.228 -0.620
H 1.534 0.858 -1.492
H 2.484 1.602 -0.145
H 0.649 1.011 1.365
H -0.250 -0.887 -1.926
H -0.942 -1.989 -1.085
H 1.689 -1.557 1.466
H 2.565 -0.793 0.371
H 1.017 -1.387 -0.202
*
```


*2*
Density functional theory data (ωB97M-V with the def2-TZVPD basis set) for a 2-piece molecular cluster, C5H13N2 overall.

Values from the calculation:
LUMO, eV: -3.11
Molecular weight, g mol⁻¹: 101.17
Kohn-Sham gap, eV: 9.521

```
! RIJCOSX wB97M-V def2-TZVPD def2/J DEFGRID3
* xyz 1 1
C -1.695 -0.422 0.077
C -0.562 -1.438 0.065
C 0.001 -1.877 -1.112
N -0.185 -1.924 1.383
H -1.439 0.345 0.808
H -2.518 -1.062 0.399
H -1.935 0.034 -0.884
H 0.882 -2.492 -0.969
H -0.326 -1.555 -2.128
H -0.865 -1.635 2.074
H 0.053 -2.937 1.390
C 0.745 1.887 -0.667
C 0.306 3.018 -0.147
N 1.329 0.803 0.134
H 0.744 1.667 -1.713
H -0.001 3.849 -0.740
H 0.285 3.188 0.906
H 0.885 0.705 1.056
H 1.114 -0.158 -0.311
H 2.347 0.899 0.190
*
```


*3*
Density functional theory data (ωB97M-V with the def2-TZVPD basis set) for an isolated ion of composition C5H13N2 and charge +1.

Values from the calculation:
SMILES string: NC[C@H]1CCC[NH2+]1
LUMO, eV: -2.94
Molecular weight, g mol⁻¹: 101.17
Kohn-Sham gap, eV: 11.515

```
! RIJCOSX wB97M-V def2-TZVPD def2/J DEFGRID3
* xyz 1 1
C 1.325 0.663 0.605
N 0.897 2.104 0.669
C 0.784 -0.036 -0.693
N -0.634 0.553 -0.710
C -1.499 -0.173 0.214
C -1.116 -1.601 0.048
C 0.371 -1.455 -0.546
H 2.382 0.636 0.625
H 0.979 0.210 1.502
H 1.566 2.717 0.105
H 1.061 2.365 1.628
H 1.246 0.372 -1.601
H -0.723 1.526 -0.365
H -0.955 0.382 -1.639
H -1.335 0.236 1.294
H -2.479 0.061 -0.169
H -1.945 -2.099 -0.546
H -1.250 -2.320 0.908
H 0.437 -2.117 -1.506
H 0.888 -2.025 0.178
*
```


*4*
Density functional theory data (ωB97M-V with the def2-TZVPD basis set) for a 2-piece molecular cluster, C5H13N2 overall.

Values from the calculation:
LUMO, eV: -4.35
Molecular weight, g mol⁻¹: 101.17
Kohn-Sham gap, eV: 9.244

```
! RIJCOSX wB97M-V def2-TZVPD def2/J DEFGRID3
* xyz 1 1
C -2.182 0.675 -0.149
C -1.270 -0.331 0.186
C 0.231 -0.457 0.475
C -3.523 0.362 -0.492
C 0.650 -1.718 1.056
N 3.672 0.953 -0.577
N 1.014 0.557 0.262
H -1.911 1.729 -0.005
H -1.833 -1.197 0.233
H -3.678 -0.726 -0.627
H -3.667 0.935 -1.513
H -4.288 0.910 0.120
H 1.013 -2.214 0.140
H -0.225 -2.401 1.240
H 1.454 -1.741 1.737
H 3.744 1.668 -1.305
H 3.571 -0.039 -0.869
H 2.086 0.487 0.353
H 4.483 1.159 0.030
H 0.660 1.388 -0.297
*
```


Top of the stability list: *3*, leading by 0.221 eV.


*1*
Density functional theory data (ωB97M-V with the def2-TZVPD basis set) for a 2-piece molecular cluster, C2H3NS3 overall.

Values from the calculation:
LUMO (spin up / spin down), eV: -0.79 / -0.79
Molecular weight, g mol⁻¹: 137.25
Kohn-Sham gap (spin up / spin down), eV: 7.163 / 7.164

```
! RIJCOSX wB97M-V def2-TZVPD def2/J DEFGRID3
* xyz 0 1
C 2.236 0.359 -0.413
C -1.373 0.460 0.374
N -0.769 -0.664 0.048
S 2.540 -0.973 -1.142
S 1.846 1.717 0.282
S -1.359 -2.220 0.366
H -2.498 0.447 0.360
H -0.786 1.369 0.300
H 0.164 -0.495 -0.175
*
```


*2*
Density functional theory data (ωB97M-V with the def2-TZVPD basis set) for one molecule with the formula C2H3NS3.

Values from the calculation:
SMILES string: S=CS/C=N\S
LUMO, eV: -1.10
Molecular weight, g mol⁻¹: 137.25
Kohn-Sham gap, eV: 7.998

```
! RIJCOSX wB97M-V def2-TZVPD def2/J DEFGRID3
* xyz 0 1
C 0.928 1.215 -0.117
C -1.436 -0.354 0.223
H 0.248 -1.495 -0.538
H 1.190 2.460 0.179
H -0.657 -1.023 0.942
N 1.842 0.269 0.160
S 1.765 -1.343 -0.316
S -0.994 1.232 -0.360
S -2.885 -0.962 -0.173
*
```


Top of the stability list: *1*, leading by 1.801 eV.


*1*
Density functional theory data (ωB97M-V with the def2-TZVPD basis set) for a 2-piece molecular cluster, C6H11NO overall.

Values from the calculation:
LUMO, eV: 0.60
Molecular weight, g mol⁻¹: 113.16
Kohn-Sham gap, eV: 7.591

```
! RIJCOSX wB97M-V def2-TZVPD def2/J DEFGRID3
* xyz 0 1
C -1.211 1.093 -0.709
C 0.616 0.952 1.727
C -0.119 -1.904 -1.123
C 0.068 0.664 -1.051
C -0.269 0.018 0.962
C 0.598 -0.634 -0.804
O 0.963 1.671 -1.245
N -1.080 -0.853 1.355
H 1.823 1.285 -1.460
H -1.151 -0.974 2.359
H -2.034 0.399 -0.682
H -1.441 2.144 -0.824
H 1.682 -0.681 -0.737
H 1.413 0.373 2.198
H 0.028 1.434 2.511
H 1.063 1.727 1.108
H -1.032 -1.737 -1.701
H -0.442 -2.399 -0.193
H 0.524 -2.579 -1.693
*
```


*2*
Density functional theory data (ωB97M-V with the def2-TZVPD basis set) for C6H11NO as an isolated structure.

Values from the calculation:
LUMO, eV: 0.93
Molecular weight, g mol⁻¹: 113.16
Kohn-Sham gap, eV: 9.062

```
! RIJCOSX wB97M-V def2-TZVPD def2/J DEFGRID3
* xyz 0 1
C 0.319 0.872 -2.239
C -0.269 -0.200 -1.301
C 0.641 -0.642 -0.284
C 0.737 -0.510 1.829
C -0.050 0.699 1.210
C -0.685 0.079 -0.009
H 0.679 1.811 -1.699
H 1.204 0.491 -2.875
H -0.717 1.086 -2.858
H -0.581 -1.118 -2.240
H 1.547 0.045 -0.101
H 1.929 -0.389 1.843
H 0.526 -1.183 2.991
H -0.819 1.310 1.791
H 0.571 1.639 0.852
H -2.411 -0.296 1.006
H -1.379 -1.293 1.043
N -1.790 -0.848 0.266
O 0.548 -1.553 0.777
*
```


*3*
Density functional theory data (ωB97M-V with the def2-TZVPD basis set) for C6H11NO as an isolated structure.

Values from the calculation:
LUMO, eV: 0.73
Molecular weight, g mol⁻¹: 113.16
Kohn-Sham gap, eV: 8.151

```
! RIJCOSX wB97M-V def2-TZVPD def2/J DEFGRID3
* xyz 0 1
C -0.567 -2.198 0.612
C 1.196 2.053 -0.762
C -1.813 0.504 0.218
C 1.099 -0.532 -0.236
C 0.712 0.754 -0.232
C -0.395 0.384 0.742
O 2.034 -1.304 -0.834
N 0.198 -0.985 0.738
H 2.636 -0.738 -1.328
H -0.313 0.828 1.739
H 0.136 -3.025 0.526
H -1.163 -2.332 1.514
H -1.231 -2.212 -0.262
H 0.408 2.560 -1.321
H 2.045 1.902 -1.426
H 1.505 2.714 0.049
H -2.513 -0.009 0.875
H -2.088 1.555 0.169
H -1.887 0.082 -0.781
*
```


Top of the stability list: *3*, leading by 2.573 eV.